# 1
Density functional theory data (ωB97M-V/def2-TZVPD) for a 14-piece molecular cluster, C21H70N10O14 overall.

XYZ file:
```
115
Properties=species:S:1:pos:R:3:forces:R:3
C -0.921 0.005 -4.654 -0.09 1.93 0.46
C 0.414 0.361 -5.350 -2.61 -2.15 -0.63
O 1.345 0.128 -4.361 1.71 -0.99 -0.32
H -0.924 0.619 -3.716 -0.40 -0.34 -0.75
H -1.065 -1.019 -4.270 0.44 0.14 -0.70
H -1.751 0.301 -5.298 -0.21 -0.16 0.25
H 0.455 1.265 -5.932 -0.01 1.31 0.87
H 0.501 -0.325 -6.178 0.43 -0.90 -0.29
H 2.058 -0.355 -4.792 0.55 0.51 0.53
C -0.573 0.101 0.361 -0.76 0.41 1.24
C -0.200 -1.265 -0.177 1.50 0.19 0.88
O 0.253 -0.957 -1.493 -0.29 -1.37 -0.76
H -0.956 0.062 1.396 0.16 -0.24 -0.41
H -1.381 0.523 -0.243 0.18 0.00 -0.01
H 0.238 0.860 0.403 -0.19 -0.85 -0.42
H -0.954 -2.041 -0.126 -0.81 0.18 -0.32
H 0.595 -1.772 0.451 -0.33 0.85 -0.69
H 0.466 -1.788 -2.009 -0.27 1.28 1.21
C -1.342 4.741 -2.629 -2.16 -0.20 1.23
C -1.920 3.402 -2.234 1.89 1.36 1.16
O -1.236 2.956 -1.073 0.78 -0.96 0.95
H -0.316 4.730 -2.874 1.14 -0.16 -0.05
H -1.577 5.402 -1.793 0.57 0.27 -0.18
H -1.922 5.056 -3.451 -0.50 0.72 -1.31
H -1.726 2.678 -2.942 0.10 -1.62 -1.82
H -2.917 3.389 -1.926 -2.00 0.45 -0.35
H -1.776 3.083 -0.299 -0.30 0.15 0.32
C 3.568 -3.679 2.043 -0.44 -0.23 1.95
C 2.436 -3.898 1.049 -0.45 -2.00 1.95
O 2.678 -3.212 -0.082 -0.56 3.76 -1.36
H 3.579 -4.391 2.932 -0.29 0.59 -1.21
H 3.405 -2.687 2.538 0.77 -0.56 -0.56
H 4.546 -3.800 1.545 -0.42 0.47 0.23
H 1.404 -3.718 1.416 0.60 0.14 0.09
H 2.455 -4.889 0.655 -0.34 -1.54 0.89
H 3.011 -3.817 -0.688 0.79 -1.17 -1.95
C -0.230 -0.593 4.231 -1.02 4.11 -1.69
C 0.867 -1.228 3.573 1.52 -5.69 0.85
O 1.508 -0.609 2.535 -0.15 2.09 -0.51
H -1.009 -0.528 3.481 -0.46 0.65 -0.23
H 0.038 0.442 4.526 -0.30 -0.55 -0.05
H -0.744 -1.031 5.010 -0.20 -1.53 1.91
H 0.464 -2.179 3.160 -0.05 0.08 0.13
H 1.583 -1.624 4.317 0.25 0.48 -0.03
H 2.200 -1.155 2.175 0.40 -0.19 -0.24
C -4.522 -0.060 -1.349 1.71 -0.37 0.98
C -3.362 -0.808 -2.101 -1.58 1.84 4.21
O -3.666 -2.138 -2.072 0.12 -2.81 -0.69
H -5.461 -0.210 -1.788 -1.36 -0.68 -0.80
H -4.425 1.026 -1.338 0.44 0.02 0.35
H -4.542 -0.510 -0.297 -0.06 0.93 -1.35
H -2.487 -0.594 -1.520 0.82 0.02 0.32
H -3.143 -0.433 -3.027 -0.02 0.45 -2.77
H -3.635 -2.521 -1.178 -0.03 0.59 -0.28
C -3.718 -0.556 2.236 -1.08 -1.04 0.43
C -3.573 0.936 2.066 -0.20 -1.15 1.56
O -4.441 1.510 3.038 1.16 1.20 0.07
H -3.569 -0.833 3.313 -0.24 0.23 -0.98
H -2.999 -1.058 1.653 1.28 -0.82 -0.65
H -4.686 -1.026 1.852 0.83 1.04 0.76
H -3.716 1.212 1.050 -0.70 0.62 -0.98
H -2.536 1.223 2.281 -0.40 0.12 0.43
H -5.350 1.457 2.783 -0.71 -0.19 -0.50
C 1.034 5.226 0.472 -6.44 3.38 -3.31
O 0.113 5.982 -0.037 1.74 -2.15 1.47
N 0.974 3.924 0.479 -1.88 -3.97 0.45
N 2.114 5.758 0.849 6.88 2.85 2.46
H 0.171 3.504 -0.029 0.67 0.80 0.62
H 1.391 3.292 1.175 0.09 0.36 -0.16
H 2.184 6.801 0.839 -0.11 -1.73 -0.08
H 2.998 5.191 0.982 -1.68 1.14 -0.14
C -1.097 -5.404 1.364 -2.23 5.59 -2.16
O -1.476 -4.190 0.822 1.12 -5.19 2.42
N -0.251 -6.154 0.744 3.95 -1.04 -2.93
N -1.598 -5.886 2.480 -2.06 -1.40 4.19
H 0.136 -5.669 -0.140 -0.55 -0.79 1.10
H 0.368 -6.895 1.142 -1.41 1.00 -0.18
H -2.475 -5.561 2.882 0.58 0.66 -0.62
H -1.322 -6.731 3.038 0.23 1.17 -1.74
C 3.539 0.478 -0.204 2.28 4.30 -0.63
O 4.190 1.672 -0.037 -2.55 -6.01 0.15
N 3.872 -0.779 0.213 1.02 -0.48 1.79
N 2.501 0.404 -1.029 -1.29 -1.64 0.30
H 4.629 -0.863 0.889 -0.25 0.09 -0.43
H 3.264 -1.632 0.086 0.97 1.54 -0.12
H 2.064 1.264 -1.269 -0.01 0.21 -0.32
H 1.838 -0.449 -1.105 1.63 2.09 0.19
C -0.003 -4.024 -2.294 1.88 -5.20 4.21
O 0.619 -4.973 -1.507 -1.88 4.32 -4.27
N 0.663 -3.101 -2.941 3.53 1.39 -2.14
N -1.308 -3.991 -2.402 -1.95 -0.04 0.57
H 1.668 -3.244 -2.994 -0.23 -0.10 0.38
H 0.400 -2.440 -3.687 -0.82 -0.95 0.52
H -1.756 -4.613 -1.756 -0.10 -0.44 0.34
H -1.807 -3.106 -2.367 0.07 0.15 -0.67
C 2.066 2.921 -2.757 5.26 1.83 -5.06
O 2.801 2.897 -3.884 -2.91 -0.12 4.13
N 2.307 3.763 -1.782 1.48 2.61 2.66
N 1.112 2.099 -2.516 -4.73 -3.68 -1.36
H 3.174 4.291 -1.835 -0.34 -0.29 -0.52
H 1.927 3.759 -0.758 0.56 -0.79 -2.75
H 1.010 1.328 -3.255 0.18 1.69 1.95
H 0.372 2.281 -1.807 0.94 -0.25 -0.95
C -0.624 2.928 3.326 2.45 0.03 1.02
O -0.947 2.607 4.626 0.91 -1.12 3.06
H -0.352 2.068 2.796 -0.72 -1.57 -1.54
H 0.352 3.380 3.308 0.34 1.20 -0.07
H -1.349 3.568 2.948 -1.37 0.87 -1.04
H -0.133 2.241 5.112 -1.94 1.03 -1.23
C 2.882 2.167 2.992 1.68 1.13 0.47
O 1.894 1.929 2.044 0.35 1.60 -0.16
H 2.563 2.296 4.061 -0.45 0.46 -0.86
H 3.462 3.086 2.607 -0.75 -1.46 0.93
H 3.576 1.331 3.102 0.24 -0.04 -0.57
H 1.478 1.107 2.207 -0.50 -1.78 0.26
```
Forces are in eV/Å.

Output
**2S+1**: 1
**E_HOMO**: -7.82 eV

These are the Löwdin partial charges, in e, on atoms 1 to 99:
1 C -0.072
2 C -0.305
3 O -0.090
4 H 0.063
5 H 0.059
6 H 0.081
7 H 0.120
8 H 0.104
9 H 0.122
10 C -0.066
11 C -0.272
12 O -0.142
13 H 0.050
14 H 0.059
15 H 0.074
16 H 0.080
17 H 0.103
18 H 0.027
19 C -0.042
20 C -0.260
21 O -0.143
22 H 0.065
23 H 0.076
24 H 0.062
25 H 0.072
26 H 0.101
27 H 0.094
28 C -0.056
29 C -0.352
30 O -0.083
31 H 0.098
32 H 0.063
33 H 0.089
34 H 0.114
35 H 0.100
36 H 0.076
37 C -0.055
38 C -0.358
39 O -0.062
40 H 0.067
41 H 0.078
42 H 0.076
43 H 0.123
44 H 0.128
45 H 0.056
46 C -0.036
47 C -0.309
48 O -0.064
49 H 0.049
50 H 0.064
51 H 0.074
52 H 0.074
53 H 0.073
54 H 0.108
55 C -0.105
56 C -0.311
57 O -0.056
58 H 0.096
59 H 0.030
60 H 0.094
61 H 0.076
62 H 0.085
63 H 0.071
64 C -0.740
65 O -0.045
66 N 0.140
67 N 0.173
68 H 0.099
69 H 0.080
70 H 0.152
71 H 0.152
72 C -0.645
73 O -0.145
74 N 0.142
75 N 0.138
76 H 0.065
77 H 0.140
78 H 0.113
79 H 0.136
80 C -0.564
81 O -0.126
82 N 0.135
83 N 0.167
84 H 0.102
85 H 0.062
86 H 0.029
87 H 0.102
88 C -0.534
89 O -0.106
90 N 0.164
91 N 0.214
92 H 0.146
93 H 0.131
94 H 0.110
95 H 0.090
96 C -0.686
97 O -0.113
98 N 0.165
99 N 0.132

# 2
Density functional theory data (ωB97M-V/def2-TZVPD) for a 2-piece molecular cluster, Cl2H3PSi overall.

XYZ file:
```
7
Properties=species:S:1:pos:R:3:forces:R:3
Si 0.715 0.877 0.589 -3.02 0.52 -0.70
P 0.347 -1.200 -0.115 0.65 -0.26 0.29
Cl -1.984 1.998 -0.204 2.19 -0.82 0.52
Cl 2.255 1.880 -0.149 0.40 0.21 -0.30
H 0.405 1.290 1.943 0.12 -0.08 0.31
H 0.449 -0.863 -1.468 0.13 0.21 -0.29
H -1.035 -1.055 -0.091 -0.47 0.22 0.16
```
Forces are in eV/Å.

Output
**2S+1**: 1
**E_HOMO**: -9.32 eV

Formally, the natural (NBO) partial charges of the atoms, in units of the elementary charge, are as follows:
1 Si 1.122
2 P -0.126
3 Cl -0.661
4 Cl -0.308
5 H -0.145
6 H 0.044
7 H 0.073

# 3
Density functional theory data (ωB97M-V/def2-TZVPD) for C24H14Br4N2O2PS2V as an isolated structure.

XYZ file:
```
50
Properties=species:S:1:pos:R:3:forces:R:3
V 1.530 -0.694 -1.200 0.55 0.86 0.80
Br -2.186 -4.982 2.120 0.01 0.02 -0.01
C -1.530 -3.385 1.364 -0.05 -0.03 0.04
C -2.391 -2.332 1.068 -0.04 -0.02 0.02
Br -4.239 -2.479 1.409 0.03 0.01 -0.01
C -1.879 -1.170 0.500 -0.02 0.44 0.03
Br -2.993 0.258 -0.035 0.01 -0.01 -0.01
C -0.515 -0.996 0.266 -0.42 -0.69 -0.05
O -0.001 0.059 -0.362 0.05 -0.19 0.04
C 0.356 -2.081 0.554 -0.56 -0.23 0.01
O 1.636 -1.952 0.187 -0.22 0.07 -0.27
C -0.175 -3.255 1.080 0.36 -0.07 0.11
Br 1.049 -4.667 1.345 -0.01 0.00 -0.02
S 2.854 0.914 0.098 0.42 0.33 0.13
P 4.043 0.936 -1.499 -0.08 -0.03 -0.12
S 3.010 -0.035 -2.950 -0.07 -0.44 -0.69
C 5.641 0.133 -1.242 -0.04 0.01 0.06
C 5.954 -1.093 -1.812 0.05 -0.01 0.02
C 7.185 -1.681 -1.548 -0.03 -0.01 -0.03
C 8.095 -1.048 -0.718 0.01 0.01 0.01
C 7.781 0.180 -0.146 0.00 0.01 0.00
C 6.558 0.771 -0.406 0.01 -0.01 0.00
C 4.469 2.579 -2.107 -0.03 0.06 0.15
C 5.326 2.691 -3.200 0.01 0.02 0.01
C 5.642 3.943 -3.696 0.01 -0.01 -0.01
C 5.111 5.082 -3.100 0.00 0.01 0.00
C 4.262 4.969 -2.011 0.00 -0.01 0.00
C 3.936 3.714 -1.511 -0.02 0.01 -0.02
H 5.242 -1.585 -2.461 -0.01 0.01 0.00
H 7.427 -2.637 -1.994 0.01 0.00 0.01
H 9.052 -1.508 -0.513 0.00 0.00 0.00
H 8.491 0.675 0.504 0.00 0.00 0.00
H 6.312 1.727 0.042 0.00 0.00 -0.01
H 5.743 1.803 -3.660 0.00 0.00 0.00
H 6.305 4.034 -4.547 0.00 0.00 0.00
H 5.362 6.060 -3.490 0.00 0.00 0.00
H 3.849 5.855 -1.548 0.00 0.00 0.00
H 3.266 3.612 -0.667 0.00 0.00 0.00
N -3.167 -5.180 -4.942 0.01 0.00 -0.01
C -2.441 -4.491 -4.380 -0.02 0.00 0.01
C -1.533 -3.621 -3.680 0.03 0.02 0.02
C -1.867 -2.291 -3.456 -0.03 -0.01 0.00
C -0.964 -1.492 -2.784 0.02 -0.01 0.02
N 0.214 -1.952 -2.350 0.07 -0.08 -0.25
C 0.529 -3.234 -2.560 -0.02 0.01 0.02
C -0.313 -4.106 -3.219 -0.02 -0.03 0.00
H -2.814 -1.890 -3.786 0.00 0.01 0.01
H -1.189 -0.459 -2.552 0.00 0.00 -0.01
H 1.480 -3.566 -2.161 0.00 -0.01 -0.01
H -0.034 -5.139 -3.364 0.01 0.00 0.01
```
Forces are in eV/Å.

Output
**2S+1**: 3
**Expectation value of S²**: 2.019
**E_HOMO (spin up / spin down)**: -8.09 / -8.07 eV

Formally, the natural (NBO) partial charges of the atoms, in units of the elementary charge, are as follows:
1 V 1.225
2 Br 0.107
3 C -0.166
4 C -0.146
5 Br 0.107
6 C -0.188
7 Br 0.089
8 C 0.279
9 O -0.730
10 C 0.191
11 O -0.702
12 C -0.144
13 Br 0.094
14 S -0.418
15 P 1.188
16 S -0.483
17 C -0.329
18 C -0.209
19 C -0.207
20 C -0.186
21 C -0.205
22 C -0.201
23 C -0.437
24 C -0.124
25 C -0.225
26 C -0.185
27 C -0.209
28 C -0.170
29 H 0.234
30 H 0.220
31 H 0.219
32 H 0.221
33 H 0.225
34 H 0.217
35 H 0.220
36 H 0.219
37 H 0.221
38 H 0.239
39 N -0.249
40 C 0.256
41 C -0.101
42 C -0.186
43 C 0.071
44 N -0.487
45 C 0.069
46 C -0.188
47 H 0.249
48 H 0.240
49 H 0.229
50 H 0.247

# 4
Density functional theory data (ωB97M-V/def2-TZVPD) for a single C2H3N3 molecule.

XYZ file:
```
8
Properties=species:S:1:pos:R:3:forces:R:3
H 1.782 0.618 -0.942 -0.68 -2.37 0.37
N 1.323 -0.344 -0.727 0.95 2.02 -0.88
C 0.263 -0.079 -0.083 -0.02 -0.71 1.19
N -0.655 -1.011 0.341 0.51 2.70 0.63
C -0.087 1.245 0.291 -2.27 2.44 -0.37
N -0.731 2.211 0.274 1.21 -0.71 0.50
H -1.434 -0.820 0.965 0.53 -0.20 -0.63
H -0.460 -1.821 -0.119 -0.21 -3.16 -0.82
```
Forces are in eV/Å.

Output
**SMILES**: [H]/N=C(/N)C#N
**2S+1**: 1
**E_HOMO**: -10.17 eV

Formally, the natural (NBO) partial charges of the atoms, in units of the elementary charge, are as follows:
1 H 0.354
2 N -0.635
3 C 0.314
4 N -0.794
5 C 0.187
6 N -0.249
7 H 0.421
8 H 0.401

Calculated energy relative to the best compared isomer or geometry (same formula, charge and spin) in order - 55.0, 58.2, 0.0, 18.7 kcal per mole
Calculated E in order - -66473.388, -42259.902, -369010.837, -6591.765 eV